Formula: C13H39FN12O22S
Source: the Open Molecules 2025 dataset
Level of theory: the ωB97M-V functional and the def2-TZVPD basis

- Maximum force: 0.0874 Eh/bohr
- HOMO energy: -10.078 eV

```
88
Properties=species:S:1:pos:R:3:forces:R:3
C 1.49154 2.21722 -1.31922 -0.26 0.02 1.22
C 0.05848 2.53813 -0.69646 0.55 0.49 -0.57
C -0.76340 3.62611 -1.46499 -0.08 -0.31 0.73
N -2.18774 3.59283 -0.94226 1.38 0.40 -0.43
N -2.92238 2.79270 -1.82910 -0.43 -1.14 1.02
S -3.99234 1.72636 -1.04269 -4.40 0.52 -0.76
O -4.84767 1.11204 -2.09741 2.91 0.95 2.28
O -4.74950 2.40646 0.02183 2.47 -1.76 -1.51
F -3.08780 0.52039 -0.37547 -0.85 2.20 -1.14
H 2.26360 2.46897 -0.54878 -0.55 0.04 -0.83
H 1.56518 1.12179 -1.45363 0.06 1.06 -0.23
H 1.73056 2.76994 -2.25452 -0.36 -0.51 0.53
H -0.54826 1.59710 -0.64702 0.50 0.88 0.01
H 0.22418 2.92644 0.33810 -0.47 -0.38 -0.89
H -0.82486 3.46874 -2.56825 0.43 0.06 0.74
H -0.35536 4.64392 -1.24788 -0.25 -0.76 -0.24
H -2.54997 4.54597 -0.91388 -0.27 -0.42 0.00
H -3.40146 3.32985 -2.55552 -0.34 -0.76 0.06
C 4.40816 -1.84203 -1.66770 0.26 0.03 -0.22
N 3.23866 -0.92736 -1.72249 0.26 0.00 -0.18
O 3.18059 -0.14108 -2.64339 -0.07 -0.11 0.07
O 2.41638 -1.03248 -0.83208 -0.17 -0.06 -0.01
H 5.05111 -1.63944 -2.51849 -0.15 0.01 -0.01
H 4.93054 -1.65271 -0.73599 -0.11 -0.13 -0.01
H 4.02866 -2.85879 -1.70618 -0.01 0.08 0.10
C -2.05574 -0.55381 -3.55984 -0.20 -0.17 0.01
N -0.87545 0.34000 -3.55106 -0.28 -0.20 0.17
O -0.18095 0.32862 -2.55991 0.03 -0.09 -0.26
O -0.69215 1.02676 -4.53611 0.08 0.09 -0.03
H -2.08878 -1.09571 -2.61879 0.09 0.11 -0.03
H -2.93982 0.07065 -3.67697 0.03 -0.06 -0.13
H -1.94491 -1.23938 -4.39782 -0.09 0.34 0.15
C 0.38000 0.34449 2.54555 -0.07 -0.45 -0.24
N 1.55315 1.25552 2.58190 -0.18 -0.20 0.06
O 2.24965 1.25201 3.57705 0.22 0.06 -0.05
O 1.72996 1.94270 1.60157 0.28 0.04 0.41
H 0.33388 -0.20808 3.47174 0.08 0.11 -0.06
H -0.50748 0.96076 2.41933 0.08 0.00 -0.10
H 0.51846 -0.32643 1.69840 -0.02 0.26 -0.16
C -0.06682 2.09669 7.11227 -0.01 0.28 0.28
N -0.04574 1.73740 5.67328 0.09 0.24 0.29
O -0.23372 2.62347 4.86639 -0.05 -0.11 -0.22
O 0.15899 0.57273 5.39824 -0.25 -0.05 0.38
H -0.25866 3.16190 7.20294 0.04 -0.06 -0.14
H -0.86418 1.51446 7.58141 0.50 0.20 -0.12
H 0.90580 1.84241 7.52811 -0.08 -0.12 -0.04
C -3.43590 -0.45327 6.15738 0.18 -0.28 -0.19
N -3.27222 0.43736 7.33460 -0.15 -0.12 -0.08
O -2.24536 0.33345 7.98119 -0.31 -0.22 0.18
O -4.17288 1.20726 7.56898 0.05 0.07 0.06
H -2.55507 -1.08293 6.07253 -0.02 0.10 0.08
H -4.32738 -1.05351 6.32277 -0.03 0.14 -0.05
H -3.54506 0.18072 5.28018 -0.13 -0.01 0.08
C 5.37495 -6.51736 -0.84716 -0.12 -0.33 0.04
N 5.45482 -5.28793 -1.67586 0.01 -0.19 0.01
O 4.95662 -5.32096 -2.78147 -0.06 0.12 -0.07
O 6.01433 -4.33338 -1.18374 0.10 0.09 0.00
H 4.85109 -7.28338 -1.41085 0.03 0.12 -0.04
H 6.39272 -6.82820 -0.62401 -0.05 0.11 0.10
H 4.83254 -6.26452 0.06130 0.17 0.06 0.02
C -2.05562 -2.33501 -7.74953 0.04 0.09 -0.32
N -2.41535 -3.25218 -6.63896 0.00 -0.06 -0.29
O -2.69390 -4.39449 -6.92176 -0.04 -0.06 0.13
O -2.40467 -2.78552 -5.51809 -0.06 -0.31 -0.03
H -2.10794 -2.88406 -8.68456 -0.02 -0.04 0.12
H -2.77049 -1.51508 -7.74047 0.10 0.01 0.11
H -1.04470 -1.97833 -7.56527 -0.10 0.08 0.08
C -6.36846 -1.94950 -3.28868 0.14 -0.01 0.31
N -6.25735 -1.64634 -4.73976 -0.03 -0.05 0.23
O -5.27992 -1.03468 -5.10680 0.23 0.12 -0.22
O -7.15666 -2.03352 -5.45320 -0.04 -0.02 -0.08
H -5.49989 -1.54592 -2.77651 -0.06 0.07 -0.14
H -7.28070 -1.48148 -2.92688 -0.01 -0.11 -0.06
H -6.41202 -3.03112 -3.18368 -0.13 0.06 -0.06
C 3.25296 4.90229 2.91461 -0.16 -0.36 -0.04
N 3.33212 6.14607 2.10612 -0.04 -0.12 0.00
O 2.83442 6.12919 1.00104 -0.01 0.10 -0.07
O 3.89201 7.09549 2.61247 0.03 0.10 0.00
H 2.72988 4.14357 2.33914 0.06 0.08 -0.01
H 4.27079 4.58801 3.13265 -0.05 0.09 0.08
H 2.70963 5.13926 3.82646 0.14 0.04 0.01
C 2.72920 -2.64578 2.78271 -0.24 -0.11 0.24
N 4.00618 -2.78419 2.03895 -0.09 -0.05 0.09
O 4.62341 -3.82162 2.16751 0.07 -0.08 -0.09
O 4.33847 -1.84541 1.35335 0.14 0.07 0.19
H 2.55680 -3.55506 3.35063 0.09 0.03 -0.07
H 2.82686 -1.78735 3.44479 -0.03 0.05 -0.14
H 1.94054 -2.49049 2.04934 0.10 0.12 0.00
```
Positions in Å, forces in eV/Å.